[1]
A cluster of 3 separate species, C3H12O3S2 in total, computed with wB97M-V/def2-TZVPD.

## Properties
electronic energy: -31118.0373 eV
ΔE to the lowest compared entry with this formula, charge and spin: 58.5 kJ/mol

Each line ends with the natural charge from an NBO analysis.
Positions of all 20 atoms, in Å:
C  -0.678  -0.951  -0.182  -0.469
C  -1.014  -0.573  -1.626  -0.059
O  0.191  -0.280  -2.361  -0.739
C  -1.872  -0.726  0.719  -0.509
S  -1.451  -0.246  2.439  0.056
S  0.099  -1.136  3.406  -0.119
H  0.241  -0.467  0.179  0.238
H  -0.376  -1.995  -0.045  0.217
H  -1.380  -1.437  -2.215  0.186
H  -1.693  0.294  -1.675  0.171
H  0.297  0.676  -2.386  0.466
H  -2.556  -1.579  0.683  0.216
H  -2.459  0.201  0.517  0.226
H  1.085  -0.240  3.199  0.119
H  3.465  0.466  -0.664  0.475
H  2.249  0.405  -1.556  0.486
O  2.503  0.396  -0.634  -0.952
H  0.668  2.682  1.324  0.467
H  1.628  1.870  0.426  0.490
O  1.053  2.640  0.451  -0.966


[2]
A structure of composition C26H30F4N4OSeY, computed with wB97M-V/def2-TZVPD.

## Properties
electronic energy: -112713.0000 eV
ΔE to the lowest compared entry with this formula, charge and spin: 1.7 kJ/mol
charge: +1

Each line ends with the natural charge from an NBO analysis.
Positions of all 67 atoms, in Å:
Y  0.272  -1.871  1.117  1.904
C  2.995  -1.216  2.879  -0.427
N  1.976  -0.383  2.212  -0.530
C  1.566  0.681  3.138  -0.411
C  2.512  0.215  0.966  -0.234
C  3.048  -0.830  -0.015  -0.236
N  2.160  -1.994  -0.047  -0.911
C  2.734  -3.178  -0.478  0.059
C  2.364  -4.358  0.170  0.249
F  1.487  -4.210  1.214  -0.317
C  2.832  -5.606  -0.165  0.368
F  2.408  -6.669  0.519  -0.290
C  3.743  -5.740  -1.198  -0.353
C  4.141  -4.591  -1.849  0.354
F  5.006  -4.675  -2.862  -0.291
C  3.655  -3.336  -1.513  0.316
F  4.052  -2.273  -2.229  -0.309
H  3.891  -0.627  3.105  0.205
H  3.276  -2.059  2.252  0.230
H  2.588  -1.595  3.817  0.223
H  2.437  1.236  3.502  0.204
H  1.046  0.251  3.994  0.216
H  0.900  1.381  2.635  0.211
H  3.311  0.930  1.198  0.216
H  1.696  0.793  0.516  0.201
H  4.061  -1.124  0.280  0.199
H  3.145  -0.342  -0.989  0.218
H  4.126  -6.707  -1.487  0.263
C  -0.683  5.736  -0.636  -0.621
C  -1.928  4.951  -0.253  -0.207
N  -2.336  3.986  -1.271  -0.413
C  -2.730  4.511  -2.587  -0.217
C  -1.642  4.406  -3.646  -0.622
C  -2.305  2.650  -1.133  0.653
O  -2.524  1.866  -2.047  -0.619
C  -2.065  2.030  0.224  -0.144
C  -2.803  2.322  1.363  -0.111
C  -2.651  1.524  2.488  -0.241
C  -1.776  0.457  2.442  0.064
N  -1.063  0.163  1.343  -0.595
C  -1.209  0.943  0.269  0.094
H  -0.417  6.420  0.170  0.227
H  -0.844  6.331  -1.534  0.218
H  0.161  5.068  -0.815  0.209
H  -2.763  5.636  -0.080  0.203
H  -1.748  4.423  0.680  0.202
H  -3.021  5.550  -2.431  0.202
H  -3.614  3.961  -2.909  0.226
H  -0.747  4.956  -3.360  0.205
H  -2.007  4.822  -4.586  0.227
H  -1.377  3.365  -3.816  0.228
H  -3.507  3.144  1.363  0.241
H  -3.222  1.707  3.387  0.248
H  -1.662  -0.212  3.286  0.237
H  -0.681  0.648  -0.634  0.226
Se  -1.380  -3.408  2.615  -0.255
C  -1.950  -3.142  0.782  -0.287
C  -1.291  -3.779  -0.284  -0.352
C  -1.537  -3.411  -1.606  -0.124
C  -2.463  -2.419  -1.893  -0.216
C  -3.162  -1.812  -0.852  -0.173
C  -2.902  -2.160  0.465  -0.237
H  -0.607  -4.593  -0.066  0.255
H  -1.009  -3.914  -2.405  0.229
H  -2.652  -2.125  -2.916  0.238
H  -3.891  -1.044  -1.074  0.238
H  -3.418  -1.660  1.274  0.235


[3]
The molecule C5H7FS, computed with wB97M-V/def2-TZVPD.

## Properties
electronic energy: -18849.5697 eV
ΔE to the lowest compared entry with this formula, charge and spin: 103.2 kJ/mol

Each line ends with the natural charge from an NBO analysis.
Positions of all 14 atoms, in Å:
C  -0.091  -0.302  -1.959  -0.627
C  0.789  -0.724  -0.830  -0.236
C  0.724  -0.101  0.513  -0.355
C  -0.518  0.652  0.859  -0.308
C  -1.023  0.589  2.065  0.248
H  -0.868  -1.038  -2.086  0.220
H  -0.523  0.690  -1.677  0.213
H  0.580  -0.185  -2.776  0.229
H  1.096  -1.745  -0.803  0.220
H  0.909  -0.744  1.392  0.243
H  -1.007  1.433  0.252  0.225
H  -1.813  1.254  2.440  0.175
F  -0.470  -0.160  3.008  -0.333
S  2.215  0.383  -0.399  0.087


[4]
A cluster of 6 separate species, C12H21Cl2N5O13 in total, computed with wB97M-V/def2-TZVPD.

## Properties
electronic energy: -71882.5603 eV

Each line ends with the natural charge from an NBO analysis.
Positions of all 53 atoms, in Å:
C  4.422  2.230  1.250  -0.631
C  3.625  3.555  1.271  -0.395
C  2.587  3.615  0.143  -0.229
Cl  3.296  3.420  -1.478  -0.028
C  1.518  2.651  0.489  -0.117
C  1.227  1.426  0.131  -0.122
Cl  2.071  0.444  -0.970  0.112
C  -0.006  1.040  0.924  0.774
O  -0.827  0.300  0.698  -0.500
O  0.059  1.835  2.044  -0.511
C  0.492  3.044  1.527  0.775
O  0.140  4.077  1.827  -0.476
H  4.313  1.720  0.303  0.216
H  4.077  1.553  2.013  0.230
H  5.463  2.462  1.433  0.224
H  4.260  4.429  1.272  0.223
H  3.047  3.543  2.192  0.207
H  2.170  4.613  0.165  0.249
C  4.480  -0.560  5.417  -0.484
N  5.518  -0.416  4.358  0.538
O  5.175  0.073  3.298  -0.380
O  6.637  -0.801  4.630  -0.375
H  3.540  -0.180  5.034  0.233
H  4.404  -1.616  5.657  0.239
H  4.812  0.012  6.279  0.231
C  -3.279  1.916  -1.068  -0.489
N  -3.755  2.082  -2.469  0.538
O  -4.911  1.779  -2.719  -0.403
O  -2.954  2.505  -3.272  -0.357
H  -4.093  1.529  -0.466  0.232
H  -2.448  1.217  -1.092  0.247
H  -2.961  2.891  -0.712  0.235
C  -6.270  -0.899  -3.307  -0.483
N  -6.185  -2.375  -3.123  0.536
O  -5.207  -2.813  -2.543  -0.397
O  -7.099  -3.042  -3.561  -0.372
H  -5.391  -0.445  -2.874  0.241
H  -6.321  -0.702  -4.374  0.237
H  -7.171  -0.559  -2.805  0.236
C  0.303  -2.793  1.237  -0.489
N  1.134  -2.359  2.398  0.535
O  0.732  -2.627  3.513  -0.375
O  2.168  -1.770  2.144  -0.388
H  -0.575  -3.303  1.615  0.230
H  0.028  -1.905  0.678  0.247
H  0.913  -3.459  0.633  0.239
C  -2.384  -4.261  -4.184  -0.490
N  -1.231  -3.460  -3.683  0.535
O  -0.192  -4.048  -3.452  -0.378
O  -1.414  -2.268  -3.537  -0.381
H  -2.079  -5.297  -4.263  0.228
H  -3.194  -4.145  -3.468  0.252
H  -2.663  -3.861  -5.154  0.233


[5]
A cluster of 9 separate species, C39H81NO13 in total, computed with wB97M-V/def2-TZVPD.

## Properties
electronic energy: -69865.0737 eV

Each line ends with the Mulliken charge.
Positions of all 134 atoms, in Å:
C  3.485  4.544  3.120  -0.949
C  3.119  5.605  2.098  -0.760
C  2.580  5.085  0.779  -0.775
C  3.462  4.119  -0.034  1.174
C  4.911  4.569  -0.076  -2.179
C  3.304  2.680  0.399  -0.230
C  4.353  1.951  0.997  -0.322
C  4.198  0.605  1.415  0.133
O  5.271  0.005  2.010  -0.570
C  2.970  -0.068  1.251  -0.120
C  1.938  0.665  0.648  0.181
C  2.081  1.978  0.225  0.549
C  0.817  2.384  -0.390  -0.529
O  0.576  3.311  -1.088  -0.528
N  -0.186  1.391  -0.033  0.442
C  -1.060  1.926  1.035  -0.256
C  -2.112  0.964  1.521  -0.112
O  -2.545  1.052  2.620  -0.728
O  -2.502  0.046  0.677  -0.405
C  0.568  0.241  0.369  -0.641
O  0.098  -0.843  0.414  -0.373
H  3.468  4.945  4.125  0.455
H  4.472  4.130  2.945  0.184
H  2.795  3.709  3.079  0.180
H  2.333  6.220  2.526  0.469
H  3.953  6.278  1.928  0.347
H  2.391  5.944  0.140  0.478
H  1.611  4.636  0.956  0.336
H  3.091  4.153  -1.052  0.248
H  4.989  5.450  -0.703  0.430
H  5.305  4.838  0.895  0.411
H  5.541  3.812  -0.525  0.431
H  5.301  2.430  1.154  0.627
H  5.147  -0.950  2.021  0.323
H  2.825  -1.091  1.562  0.506
H  -1.544  2.813  0.647  0.482
H  -0.491  2.203  1.919  0.538
H  -2.079  0.126  -0.195  0.499
C  8.190  -0.571  -2.062  -1.487
C  6.804  -0.265  -1.517  0.648
C  5.711  -0.926  -2.343  -1.192
O  6.589  1.143  -1.439  -0.430
H  8.286  -0.187  -3.082  0.382
H  8.955  -0.093  -1.451  0.351
H  8.381  -1.644  -2.083  0.383
H  6.737  -0.610  -0.484  0.109
H  5.736  -0.552  -3.370  0.352
H  4.728  -0.699  -1.928  0.219
H  5.834  -2.010  -2.373  0.385
H  6.638  1.505  -2.330  0.322
C  -1.903  -4.777  1.811  -1.072
C  -0.470  -4.296  1.981  0.375
C  -0.387  -3.086  2.900  -0.884
O  0.089  -3.925  0.725  -0.574
H  -2.516  -3.977  1.385  0.170
H  -1.946  -5.626  1.127  0.269
H  -2.341  -5.075  2.765  0.431
H  0.143  -5.114  2.363  0.352
H  -0.957  -2.256  2.479  -0.031
H  0.643  -2.749  3.012  0.209
H  -0.789  -3.303  3.891  0.448
H  -0.443  -3.176  0.431  0.246
C  -3.291  -1.055  5.406  -1.195
C  -1.875  -0.525  5.581  0.354
C  -1.839  0.684  6.504  -0.152
O  -1.297  -0.214  4.318  -0.377
H  -3.924  -0.289  4.951  0.201
H  -3.293  -1.924  4.748  0.268
H  -3.732  -1.340  6.363  0.437
H  -1.243  -1.313  5.993  0.402
H  -2.434  1.497  6.079  -1.053
H  -0.816  1.043  6.621  0.353
H  -2.240  0.446  7.490  0.468
H  -1.827  0.483  3.909  0.328
C  -4.750  -7.838  1.584  -1.159
C  -5.758  -7.754  0.448  0.321
C  -5.636  -6.439  -0.309  -1.152
O  -7.088  -7.934  0.933  -0.558
H  -4.926  -7.036  2.306  0.308
H  -4.843  -8.786  2.113  0.337
H  -3.729  -7.743  1.211  0.309
H  -5.598  -8.583  -0.241  0.285
H  -5.838  -5.599  0.362  0.318
H  -6.359  -6.399  -1.123  0.344
H  -4.635  -6.310  -0.723  0.311
H  -7.273  -7.217  1.550  0.346
C  -3.885  2.862  5.217  -1.303
C  -2.775  3.798  5.666  0.826
C  -3.149  4.565  6.926  -1.493
O  -2.421  4.703  4.617  -0.588
H  -4.790  3.431  4.983  0.520
H  -3.583  2.326  4.320  0.165
H  -4.131  2.136  5.995  0.394
H  -1.869  3.220  5.851  0.184
H  -4.030  5.185  6.740  0.371
H  -2.335  5.222  7.231  0.366
H  -3.377  3.887  7.749  0.327
H  -3.200  5.235  4.420  0.361
C  0.374  3.449  -5.925  -1.162
C  1.812  3.385  -5.431  0.351
C  2.150  1.986  -4.946  -0.794
O  2.049  4.369  -4.423  -0.552
H  -0.313  3.217  -5.106  0.260
H  0.138  4.449  -6.288  0.336
H  0.204  2.733  -6.731  0.311
H  2.487  3.660  -6.242  0.312
H  1.498  1.711  -4.110  0.126
H  3.180  1.930  -4.591  0.287
H  2.016  1.261  -5.750  0.204
H  1.474  4.164  -3.675  0.316
C  0.852  -2.347  -6.770  -1.415
C  0.433  -0.904  -7.003  0.878
C  -0.939  -0.809  -7.654  -1.359
O  1.406  -0.214  -7.789  -0.568
H  0.913  -2.879  -7.724  0.364
H  1.834  -2.389  -6.300  0.336
H  0.139  -2.870  -6.131  0.331
H  0.420  -0.375  -6.048  0.114
H  -0.924  -1.297  -8.633  0.367
H  -1.219  0.233  -7.805  0.316
H  -1.704  -1.290  -7.047  0.313
H  1.453  -0.649  -8.647  0.346
C  -4.391  -1.626  -3.775  -1.472
C  -3.110  -1.682  -2.958  0.390
C  -2.799  -3.094  -2.485  -1.095
O  -3.179  -0.786  -1.852  -0.459
H  -5.239  -1.952  -3.166  0.391
H  -4.588  -0.608  -4.108  0.342
H  -4.331  -2.275  -4.650  0.391
H  -2.280  -1.312  -3.558  0.223
H  -3.603  -3.460  -1.840  0.245
H  -1.874  -3.110  -1.908  0.191
H  -2.697  -3.781  -3.326  0.447
H  -3.902  -1.070  -1.279  0.286


[6]
The molecule C3H4N4, computed with wB97M-V/def2-TZVPD.

## Properties
electronic energy: -9134.6867 eV
ΔE to the lowest compared entry with this formula, charge and spin: 209.5 kJ/mol

Each line ends with the natural charge from an NBO analysis.
Positions of all 11 atoms, in Å:
C  -0.042  0.018  -0.405  0.136
C  1.339  -0.052  -0.255  -0.067
C  0.352  0.029  1.701  0.175
H  -2.277  0.111  -0.538  0.304
H  2.102  -0.177  -0.983  0.227
H  2.436  -0.245  1.482  0.418
H  0.210  0.003  2.763  0.204
N  -1.961  0.002  -1.542  -0.288
N  -0.740  0.017  -1.649  -0.129
N  1.554  -0.080  1.066  -0.504
N  -0.619  0.109  0.844  -0.477


It is found that the frontier orbital gap values, taken in the order of the records, are 9.3700; 7.5205; 9.8757; 10.0448; 8.9486; 9.7307 eV.
It is found that the HOMO level values, taken in the order of the records, are -0.330; -0.395; -0.327; -0.388; -0.344; -0.334 hartree.